A cluster of 9 separate species, C29H60O23S in total at a distorted geometry. Source: the Open Molecules 2025 dataset; level of theory: the ωB97M-V functional and the def2-TZVPD basis.

The value obtained for the total energy is -88971.07607 eV. Its spin multiplicity is 1. Its structure (SMILES) is CCOS(C)(=O)=O.COC(=O)OC.COC(=O)OC.COC(=O)OC.COC(=O)OC.COC(=O)OC.COC(=O)OC.C1CCOC1.C1CCOC1. The highest occupied orbital energy comes out at -9.6 eV.

```
113
Properties=species:S:1:pos:R:3:forces:R:3
C -1.338 3.885 -0.739 -0.058 1.155 0.712
C -1.107 2.883 -1.833 0.085 -0.016 0.672
C 0.273 3.299 -2.310 -0.144 -0.145 -1.444
O 0.337 4.729 -2.229 -0.854 -0.434 0.309
C -0.694 5.149 -1.309 0.481 0.243 0.039
H -0.828 3.703 0.209 -0.151 -0.638 -0.042
H -2.405 4.037 -0.565 0.056 0.032 0.276
H -1.898 3.063 -2.564 0.313 -0.219 -0.394
H -1.189 1.864 -1.454 0.263 -0.088 -0.238
H 0.384 3.043 -3.368 0.415 0.053 0.351
H 1.092 2.841 -1.752 -0.117 -0.085 0.195
H -1.459 5.764 -1.790 0.280 0.140 -0.329
H -0.157 5.740 -0.564 -0.435 0.151 0.195
C -0.010 -0.614 1.581 -0.915 -0.284 1.247
C -0.679 -1.478 0.537 0.267 0.347 -0.777
C 0.009 -1.042 -0.780 0.131 -0.905 0.732
O 0.688 0.204 -0.541 -0.097 -0.184 0.471
C 0.456 0.604 0.845 0.104 -0.029 -0.556
H 0.778 -1.090 2.164 0.257 -0.161 -0.494
H -0.755 -0.323 2.324 0.060 0.070 0.033
H -1.738 -1.229 0.498 0.079 -0.188 -0.073
H -0.547 -2.552 0.660 -0.185 0.028 0.254
H -0.729 -1.050 -1.584 0.159 0.716 -0.107
H 0.737 -1.818 -1.032 0.335 0.207 -0.134
H -0.270 1.417 0.799 -0.117 -0.018 0.311
H 1.343 0.931 1.392 0.377 0.392 -0.806
O 4.755 6.514 1.135 0.029 0.084 -0.547
S 5.819 5.772 0.532 0.133 -1.055 -1.395
O 7.084 5.689 1.171 0.178 -0.249 0.377
O 5.308 4.238 0.308 1.219 0.402 0.194
C 4.041 3.995 -0.331 -0.728 1.497 0.926
C 3.289 2.941 0.446 0.570 -1.211 -0.345
C 6.149 6.243 -1.214 -1.064 -0.018 1.018
H 4.180 3.781 -1.390 0.085 -0.209 0.069
H 3.522 4.952 -0.216 -0.407 -0.166 -0.427
H 3.392 3.047 1.524 -0.205 0.468 -0.046
H 3.723 1.961 0.233 0.094 0.002 -0.018
H 2.248 2.832 0.144 -0.041 0.421 0.057
H 6.999 5.712 -1.631 0.054 -0.120 0.399
H 6.297 7.320 -1.231 -0.019 -0.026 -0.037
H 5.236 5.962 -1.737 0.064 0.257 -0.223
C -3.410 0.072 -2.629 -0.253 -0.108 0.065
O -3.083 -1.023 -1.761 0.437 -0.152 0.043
C -4.031 -1.760 -1.180 -0.821 1.185 -0.599
O -5.217 -1.554 -1.277 0.275 -0.394 0.163
O -3.415 -2.682 -0.473 0.914 -0.501 -0.188
C -4.155 -3.625 0.260 -2.036 -0.317 0.095
H -2.818 -0.070 -3.528 -0.082 0.112 -0.045
H -3.114 1.000 -2.145 -0.028 -0.079 0.015
H -4.472 0.102 -2.861 0.021 -0.133 0.039
H -5.227 -3.426 0.161 0.080 0.530 0.288
H -3.874 -3.550 1.308 0.175 -0.293 -0.081
H -4.125 -4.634 -0.152 1.056 0.040 0.090
C -3.660 -7.277 -3.022 0.096 -0.282 0.062
O -2.262 -6.989 -2.988 0.122 0.233 -0.202
C -1.779 -6.390 -1.906 0.314 0.834 0.665
O -2.284 -6.262 -0.818 -0.537 -0.394 -0.279
O -0.599 -5.871 -2.225 0.073 -0.665 -1.372
C 0.144 -5.146 -1.292 0.525 1.154 0.515
H -3.920 -7.833 -2.124 -0.301 0.047 -0.106
H -3.802 -7.865 -3.926 0.016 -0.173 0.168
H -4.255 -6.371 -3.139 0.117 0.109 0.299
H -0.497 -4.543 -0.647 -0.045 -0.444 0.301
H 0.741 -4.412 -1.838 -0.036 -0.237 -0.282
H 0.860 -5.770 -0.758 -0.335 -0.132 0.230
C 1.866 -0.813 5.525 0.510 1.492 0.851
O 1.099 -1.810 6.200 -0.396 1.042 -0.188
C 1.472 -3.052 6.096 1.368 -2.078 -0.264
O 2.468 -3.460 5.536 -0.609 0.084 0.107
O 0.608 -3.817 6.771 -1.188 0.673 0.178
C 0.649 -5.239 6.716 1.094 0.111 -0.143
H 1.404 -0.458 4.608 -0.121 -0.518 -0.140
H 2.934 -0.985 5.401 -0.219 -0.963 -0.270
H 1.878 0.036 6.214 -0.390 0.023 -0.030
H 0.449 -5.614 5.712 0.084 0.115 -0.066
H -0.094 -5.642 7.397 -0.058 0.356 0.073
H 1.648 -5.534 7.040 -0.072 -0.372 -0.135
C 3.888 -0.901 0.151 -0.502 -1.546 -1.046
O 3.274 -1.579 1.252 0.160 1.057 1.058
C 3.152 -2.892 1.284 -0.577 -0.936 -1.722
O 3.500 -3.672 0.414 0.112 0.623 0.847
O 2.406 -3.212 2.339 0.461 0.215 0.112
C 2.062 -4.579 2.475 -1.147 -0.690 -0.227
H 3.165 -0.188 -0.240 0.149 0.347 0.408
H 3.976 -1.655 -0.635 0.415 0.131 -0.099
H 4.871 -0.510 0.398 -0.168 0.155 0.257
H 2.860 -5.222 2.838 0.132 0.327 0.210
H 1.672 -5.023 1.556 0.412 0.329 -0.333
H 1.186 -4.585 3.121 0.402 0.002 0.475
C -2.060 4.010 2.909 -1.010 -0.526 1.467
O -1.984 2.625 2.566 0.767 -0.096 -0.195
C -3.142 1.988 2.485 -0.435 -0.459 0.253
O -4.240 2.474 2.553 0.111 0.114 -0.230
O -2.879 0.679 2.370 -0.113 -0.082 -1.071
C -3.944 -0.140 1.831 -0.594 0.102 1.136
H -2.709 4.043 3.789 -0.312 0.385 -0.244
H -2.521 4.571 2.102 0.461 0.283 0.008
H -1.105 4.315 3.329 0.295 0.096 -0.917
H -3.536 -1.140 1.730 0.109 0.086 -0.080
H -4.413 0.205 0.911 0.582 0.325 -0.189
H -4.754 -0.154 2.561 0.004 -0.153 0.053
C -1.461 4.592 -5.962 0.295 1.148 -0.131
O -0.414 3.621 -5.833 -0.114 0.040 0.079
C -0.778 2.446 -5.368 0.064 -1.519 0.779
O -1.906 2.075 -5.153 -0.125 0.280 -0.121
O 0.317 1.688 -5.101 -0.342 0.090 -0.875
C 0.071 0.410 -4.456 -0.082 0.774 0.334
H -2.106 4.444 -6.825 0.179 -0.371 -0.068
H -0.900 5.518 -6.078 -0.127 0.008 -0.244
H -2.092 4.751 -5.089 0.197 -0.679 0.248
H -0.886 -0.020 -4.736 0.027 0.138 -0.137
H 0.086 0.639 -3.391 -0.096 -0.377 0.147
H 0.880 -0.274 -4.694 0.110 0.257 -0.203
```
Forces are in eV/Å.

Atomic partial charges in e from the Mulliken method, atoms 1 to 6: C -0.2714; C 1.1317; C -0.0938; O -0.4966; C -0.8693; H -0.1243